ORCA calculation (the ωB97M-V functional and the def2-TZVPD basis) on a molecular structure, C23H23N3OReTe at a distorted geometry.

multiplicity	2
frontier orbital gap (spin up / spin down)	5.30 / 5.22	eV
charge	+2
⟨S²⟩	0.773
energy	-40148.42390	eV

The geometry in XYZ format:
```
52
Properties=species:S:1:pos:R:3:forces:R:3
Re -0.15727 0.96247 0.50956 -0.8940 -0.9372 -0.7740
C 3.78817 0.64335 2.37632 -0.1420 0.0267 0.0413
C 2.59213 1.03814 1.59053 0.0873 0.1082 0.0853
N 1.40601 0.56020 1.79845 -0.1503 -0.2333 0.0113
N 1.13400 -0.20757 2.90418 -0.1409 -0.0865 -0.0098
C -0.15177 -0.32634 3.01446 0.2035 -0.1720 0.0971
O -0.95237 0.23724 2.05765 0.1030 0.4223 0.0640
C -0.82479 -0.99824 4.10778 0.1509 0.0742 0.0330
C -0.07978 -1.79685 4.98370 -0.0245 -0.0122 -0.0106
C -0.70115 -2.37241 6.07305 0.0032 -0.0046 -0.0126
C -2.05505 -2.14711 6.29912 -0.0002 0.0054 -0.0020
C -2.79893 -1.36386 5.42589 0.0174 -0.0095 -0.0149
C -2.18993 -0.79018 4.32551 0.0015 -0.0670 -0.0291
C 2.56695 2.11153 0.58801 0.0471 0.1963 -0.2105
C 3.67009 2.87157 0.23695 -0.2397 -0.1640 0.0985
C 3.49783 3.97905 -0.58265 -0.1312 0.1004 -0.1037
C 2.22212 4.31909 -1.00165 0.1383 -0.0036 0.0449
C 1.15701 3.51544 -0.63162 -0.1131 0.0404 -0.0833
N 1.31786 2.41593 0.11092 0.2714 0.1240 0.0182
H 3.50454 0.47528 3.41387 -0.0057 -0.0141 0.0037
H 4.16678 -0.30637 1.98994 0.0116 -0.0230 -0.0090
H 4.58241 1.38051 2.32895 -0.0069 0.0219 -0.0125
H 0.97026 -1.96960 4.79453 0.0234 0.0392 0.0119
H -0.13534 -2.99624 6.75016 0.0081 -0.0037 0.0109
H -2.53327 -2.58739 7.16307 -0.0161 -0.0242 0.0075
H -3.85157 -1.20110 5.60699 -0.0184 0.0098 0.0029
H -2.76311 -0.18001 3.64326 -0.0123 0.0446 -0.0034
H 4.64817 2.61687 0.61488 0.0161 -0.0184 0.0154
H 4.35001 4.57962 -0.86797 0.0115 0.0251 -0.0080
H 2.03955 5.19434 -1.60684 0.0035 0.0240 -0.0205
H 0.14265 3.74114 -0.94337 0.0970 -0.0302 0.0060
C -0.54425 -2.14340 -6.23285 0.0679 -0.0145 -0.0947
C -0.96292 -1.56993 -4.92042 0.1589 0.1358 0.2052
C -2.28173 -1.66916 -4.48169 0.1159 0.0190 0.0298
C -2.70781 -1.13031 -3.27980 0.3823 0.1986 0.1341
C -4.13919 -1.27940 -2.86886 -0.1742 0.0334 0.0297
C -1.74788 -0.45965 -2.48101 0.1826 -0.0497 -0.4815
Te -2.39656 0.47130 -0.77264 0.8271 0.3541 0.5589
C -0.39061 -0.38202 -2.89515 -0.3730 -0.0070 0.3305
C 0.64844 0.27777 -2.04762 -0.1902 0.1103 0.1219
C -0.02176 -0.92729 -4.10239 -0.1931 -0.2771 -0.2865
H -1.34739 -2.70756 -6.69910 -0.0048 -0.0146 -0.0167
H 0.31835 -2.79933 -6.10782 -0.0088 -0.0022 -0.0212
H -0.24680 -1.34363 -6.91457 -0.0022 -0.0173 -0.0071
H -3.00015 -2.18817 -5.10230 -0.0216 -0.0176 -0.0228
H -4.67181 -1.89873 -3.58609 -0.0294 -0.0009 0.0175
H -4.65145 -0.31545 -2.82486 0.0014 -0.0198 -0.0022
H -4.22689 -1.75207 -1.88926 -0.0237 -0.0106 -0.0050
H 0.69780 -0.23079 -1.03717 -0.0265 0.0542 0.1699
H 0.44447 1.34898 -1.95890 -0.0367 0.0883 0.0715
H 1.65728 0.16529 -2.44068 0.0258 0.0105 0.0221
H 1.00867 -0.86498 -4.43043 0.0228 -0.0320 -0.0013
```
Positions in Å, forces in eV/Å.

Atom charges from the Mulliken analysis, given in e for atoms 1 to 8: Re 0.71; C -1.40; C 0.93; N 0.33; N -0.98; C 0.65; O -0.59; C 0.42

ORCA calculation (the ωB97M-V functional and the def2-TZVPD basis) on C3H5N3 in the gas phase.

multiplicity	1
frontier orbital gap	10.53	eV
charge	0
energy	-7661.63758	eV
ΔE to the lowest compared entry with this formula, charge and spin	0.818	eV

The geometry in XYZ format:
```
11
Properties=species:S:1:pos:R:3:forces:R:3
C 1.13290 -0.64303 0.62421 0.0923 -0.0213 0.0492
N 0.01091 0.04006 0.00811 -0.2054 0.0988 -0.1511
C -1.19058 -0.52919 -0.28384 -0.0324 -0.0342 -0.0202
N -1.99176 0.32186 -0.86118 0.0998 -0.1714 0.1139
N -1.30937 1.50679 -0.96180 0.1727 0.0112 0.0800
C -0.12609 1.32419 -0.44337 0.0459 -0.0829 0.0547
H 2.03685 -0.53381 0.02006 -0.1324 0.0317 0.0890
H 0.88128 -1.70473 0.67965 0.0951 0.1597 0.0062
H 1.31807 -0.27892 1.63831 -0.0214 0.0161 -0.1631
H -1.40324 -1.56444 -0.04933 -0.0673 0.1719 -0.0816
H 0.64153 2.08329 -0.37579 -0.0469 -0.1795 0.0229
```
Positions in Å, forces in eV/Å.

Atom charges from the Mulliken analysis, given in e for atoms 1 to 8: C -0.75; N 0.05; C 0.05; N -0.45; N -0.41; C -0.10; H 0.31; H 0.26